one) # C3H11N

A cluster of 2 separate species, C3H11N in total (ωB97M-V/def2-TZVPD, OMol25).

Positions of all 15 atoms, in Å:
C1 -1.9178 1.8570 0.6376
H1 -2.9117 1.5739 0.9693
H2 -1.4543 2.4181 1.4460
H3 -2.0412 2.5650 -0.1844
H4 -1.3311 1.0135 0.2977
C2 0.2997 -1.9327 -0.0634
N1 0.9501 -0.6771 0.3488
C3 1.4910 0.0749 -0.7729
H5 0.5128 -2.2124 -1.0974
H6 0.5650 -2.7282 0.6277
H7 -0.7879 -1.8290 0.0062
H8 1.6772 -0.9728 0.9584
H9 2.1809 -0.5337 -1.3746
H10 2.0984 0.9144 -0.4320
H11 0.6686 0.4690 -1.3668

The orbital gap is 0.369 hartree. The HOMO energy comes out at -8.88 eV.

=====

two) # C3H11N

A cluster of 2 separate species, C3H11N in total (ωB97M-V/def2-TZVPD, OMol25).

Positions of all 15 atoms, in Å:
C1 -0.4399 4.4605 0.6016
C2 -2.0606 4.2101 0.7362
H1 -0.0810 4.0845 -0.5059
H2 0.1195 3.8847 1.3467
H3 -0.1728 5.5752 0.5998
H4 -2.2538 3.3047 1.3054
H5 -2.5065 4.9833 1.3172
H6 -2.7299 4.0944 -0.1934
C3 1.9099 -5.2522 -0.7931
N1 0.9736 -4.3490 -0.4198
H7 1.6332 -6.0663 -1.4648
H8 2.1438 -5.7715 0.1090
H9 2.7057 -4.8178 -1.3404
H10 0.7087 -3.7105 -1.2396
H11 0.0503 -4.6300 -0.0590

The orbital gap is 0.374 hartree. The HOMO energy comes out at -8.88 eV.

=====

Relative energies, in eV, with the most stable structure set to zero: one) 0.000; two) 0.931.

=====

one) # CH2O2

The molecule CH2O2 (ωB97M-V/def2-TZVPD, OMol25).

Positions of all 5 atoms, in Å:
C1 0.5353 -0.0531 0.0586
O1 -0.7886 -0.4294 0.0288
O2 -1.8268 0.3157 0.0354
H1 1.2464 -0.8531 0.0228
H2 0.8336 1.0199 -0.1456

The orbital gap (alpha / beta) is 0.359 / 0.330 hartree. The HOMO energy (alpha / beta) comes out at -10.23 / -9.54 eV.

=====

two) # CH2O2

The molecule CH2O2 (ωB97M-V/def2-TZVPD, OMol25).

Positions of all 5 atoms, in Å:
C1 -0.1215 0.3982 0.0147
H1 1.0000 -1.0689 0.0452
H2 -0.1316 1.5099 -0.0045
O1 1.1235 -0.0922 -0.0100
O2 -1.1409 -0.2615 -0.0060

The orbital gap is 0.436 hartree. The HOMO energy comes out at -11.04 eV.

=====

Relative energies, in eV, with the most stable structure set to zero: one) 5.768; two) 0.000.

=====

one) # C2H2N2OS

A structure of composition C2H2N2OS (ωB97M-V/def2-TZVPD, OMol25).

Positions of all 8 atoms, in Å:
C1 0.5205 -0.3680 0.1605
C2 -1.2860 0.3896 -0.1364
H1 2.5725 0.8779 -0.0105
H2 -2.1471 0.9299 -0.0649
N1 -0.0815 0.8598 0.0881
N2 -0.2549 -1.3903 0.0077
O1 -1.5061 -0.9037 0.0008
S1 2.1827 -0.3953 -0.0454

The orbital gap is 0.372 hartree. The HOMO energy comes out at -9.49 eV.

=====

two) # C2H2N2OS

A cluster of 2 separate species, C2H2N2OS in total (ωB97M-V/def2-TZVPD, OMol25).

Positions of all 8 atoms, in Å:
C1 1.4362 0.2496 -0.6525
C2 -1.0226 -0.9542 0.9266
N1 1.4462 1.4030 -0.9850
N2 -1.3409 0.1632 0.7037
O1 -0.8011 -1.9581 1.4226
S1 1.7013 -1.1891 -0.1569
H1 -2.1025 0.3864 0.1108
H2 0.6834 1.8992 -1.3693

The orbital gap is 0.377 hartree. The HOMO energy comes out at -9.65 eV.

=====

Relative energies, in eV, with the most stable structure set to zero: one) 1.669; two) 0.000.

=====

one) # C2H2N2OS

A cluster of 2 separate species, C2H2N2OS in total (ωB97M-V/def2-TZVPD, OMol25).

Positions of all 8 atoms, in Å:
C1 -0.3520 -1.8103 -0.9291
C2 -0.2015 2.0288 0.9166
N1 0.3625 -2.7750 -0.9516
N2 0.8444 2.5303 0.9696
O1 -1.2026 1.5593 1.2272
S1 -1.3258 -0.6238 -1.0150
H1 1.5816 2.7996 0.2928
H2 0.2934 -3.7089 -0.5105

The orbital gap is 0.376 hartree. The HOMO energy comes out at -9.52 eV.

=====

two) # C2H2N2OS

A structure of composition C2H2N2OS (ωB97M-V/def2-TZVPD, OMol25).

Positions of all 8 atoms, in Å:
C1 -0.5903 0.3324 0.2706
C2 1.2860 -0.0365 -0.5563
H1 -1.9657 -1.7868 0.8565
H2 1.9721 -0.4192 -1.2046
N1 0.0873 -0.6016 -0.6049
N2 0.0836 1.3873 0.5893
O1 1.4601 1.1716 0.0851
S1 -2.3331 -0.0472 0.5643

The orbital gap is 0.339 hartree. The HOMO energy comes out at -9.93 eV.

=====

Relative energies, in eV, with the most stable structure set to zero: one) 0.000; two) 2.896.

=====

one) # C3H8FN2

A cluster of 2 separate species, C3H8FN2 in total (ωB97M-V/def2-TZVPD, OMol25).

Positions of all 14 atoms, in Å:
C1 0.9456 0.8198 -0.4463
C2 0.9915 -0.8726 1.3018
C3 -1.9193 0.1703 -0.5703
N1 1.5206 0.3570 0.5887
N2 -0.7245 -0.3494 -1.2235
F1 1.4263 1.7092 -1.1973
H1 0.5756 -0.7140 2.2520
H2 0.3177 -1.3100 0.5462
H3 1.9602 -1.4933 1.2589
H4 -2.3869 1.1628 -1.0247
H5 -1.7020 0.3209 0.4614
H6 -2.6092 -0.6075 -0.6724
H7 2.4419 0.8521 0.9523
H8 -0.8376 -0.0454 -2.2269

The orbital gap (alpha / beta) is 0.338 / 0.338 hartree. The total charge is +1. The HOMO energy (alpha / beta) comes out at -14.93 / -14.93 eV.

=====

two) # C3H8FN2

The ion C3H8FN2 with charge +1 (ωB97M-V/def2-TZVPD, OMol25).

Positions of all 14 atoms, in Å:
C1 0.4943 1.2227 -0.2696
C2 -0.8415 0.6237 0.3790
C3 0.3680 -1.0813 -0.6235
N1 1.2921 0.0989 -0.6700
N2 -0.6103 -0.8057 0.5048
F1 2.1478 -0.0876 0.4672
H1 0.1308 1.7931 -1.0540
H2 0.9129 2.0021 0.5218
H3 -1.1623 1.0566 1.2712
H4 -1.6331 0.6062 -0.3166
H5 -0.3444 -1.0388 -1.5294
H6 0.8826 -2.0033 -0.4896
H7 -0.2017 -1.0589 1.3921
H8 -1.4354 -1.3277 0.4166

The orbital gap is 0.428 hartree. The total charge is +1. The HOMO energy comes out at -15.36 eV.

=====

Relative energies, in eV, with the most stable structure set to zero: one) 1.611; two) 0.000.

=====

one) # C2H3NS3

The molecule C2H3NS3 (ωB97M-V/def2-TZVPD, OMol25).

Positions of all 9 atoms, in Å:
C1 0.0229 0.3276 -1.0977
C2 -0.5963 1.2035 -0.2676
N1 0.5961 -1.4384 0.7857
S1 0.0597 -1.3642 -0.7874
S2 -1.3796 0.9297 1.2314
S3 1.4917 -0.4094 1.6241
H1 0.1694 0.6529 -2.1151
H2 -0.5222 2.2249 -0.7718
H3 0.1583 -2.1265 1.3983

The orbital gap (alpha / beta) is 0.268 / 0.232 hartree. The HOMO energy (alpha / beta) comes out at -8.68 / -8.49 eV.

=====

two) # C2H3NS3

A cluster of 2 separate species, C2H3NS3 in total (ωB97M-V/def2-TZVPD, OMol25).

Positions of all 9 atoms, in Å:
C1 2.0268 -1.4117 -1.2547
C2 -1.4781 0.6684 0.5222
N1 2.6138 -0.9845 -0.3029
S1 -0.9565 -0.6854 -0.1327
S2 3.1631 -0.4260 0.9975
S3 -3.1700 1.0868 0.4278
H1 1.8230 -2.1435 -2.0276
H2 -0.7886 1.4288 0.7603
H3 -3.2335 2.4671 1.0099

The orbital gap is 0.297 hartree. The HOMO energy comes out at -8.52 eV.

=====

Relative energies, in eV, with the most stable structure set to zero: one) 0.000; two) 0.277.

=====

one) # C2H3IOS

A structure of composition C2H3IOS (ωB97M-V/def2-TZVPD, OMol25).

Positions of all 8 atoms, in Å:
C1 0.0973 -1.7468 0.3557
C2 0.2212 -0.2608 0.2737
O1 -0.9518 0.3843 0.2124
S1 -0.8880 -2.8512 0.8290
I1 2.8584 -2.4787 -0.0935
H1 0.8938 0.0885 -0.5317
H2 0.7117 0.0756 1.2724
H3 -1.2783 0.6700 1.1227

The orbital gap (alpha / beta) is 0.258 / 0.256 hartree. The HOMO energy (alpha / beta) comes out at -8.70 / -8.68 eV.

=====

two) # C2H3IOS

A cluster of 2 separate species, C2H3IOS in total (ωB97M-V/def2-TZVPD, OMol25).

Positions of all 8 atoms, in Å:
C1 0.8877 0.3661 0.6971
C2 -0.2311 -0.4417 0.7954
O1 -0.3043 -1.3709 -0.2179
S1 2.3297 0.8534 0.5397
I1 -0.7047 1.9293 -2.1600
H1 -1.2488 1.0505 -1.2135
H2 -1.0263 -0.2563 1.5479
H3 0.2977 -2.1303 0.0114

The orbital gap is 0.290 hartree. The HOMO energy comes out at -8.34 eV.

=====

Relative energies, in eV, with the most stable structure set to zero: one) 0.000; two) 0.685.

=====

one) # H19O10

A structure of composition H19O10 (ωB97M-V/def2-TZVPD, OMol25).

Positions of all 29 atoms, in Å:
O1 -2.8361 -0.5705 -1.2569
H1 -2.2900 -0.8969 -1.9783
H2 2.4989 -0.5146 -1.6210
O2 1.7169 2.9313 1.1223
H3 1.4875 1.9671 1.0824
H4 -2.1677 3.2689 -2.5564
O3 -1.9952 1.3736 0.5922
H5 2.1445 2.8672 1.9872
H6 -1.7948 2.3058 0.7264
O4 0.0246 1.6199 -3.7360
H7 3.0154 -3.0128 1.5290
H8 -2.2372 -0.0578 -0.6864
O5 2.9788 -2.4424 2.2978
H9 2.5890 -1.7490 -0.6747
H10 -0.9033 1.8013 -3.9181
O6 -1.4763 -2.7855 2.6893
H11 -1.1512 -2.7564 1.7791
H12 -0.9793 -2.0468 3.0631
O7 0.3982 0.4799 1.2731
H13 0.6106 0.7342 0.3658
H14 0.5528 -0.7786 1.1765
O8 1.0171 -1.8125 0.8257
H15 0.5183 -1.8489 0.0018
H16 2.4401 -1.6829 2.0033
O9 2.3230 -1.4568 -1.5529
H17 -1.1452 0.9091 0.8695
O10 -2.1089 2.4915 -1.9973
H18 -0.0514 1.2594 -2.8441
H19 -2.9351 2.0273 -1.8285

The orbital gap is 0.322 hartree. The total charge is -1. The HOMO energy comes out at -6.05 eV.

=====

two) # H19O10

A cluster of 10 separate species, H19O10 in total (ωB97M-V/def2-TZVPD, OMol25).

Positions of all 29 atoms, in Å:
O1 28.2380 6.2520 37.7260
H1 28.0930 5.7970 36.7760
O2 25.7680 5.4360 36.9700
H2 25.4860 6.0830 36.3770
H3 26.6610 5.8260 37.4120
O3 30.2300 4.2960 34.2910
H4 30.3670 3.5550 34.7890
H5 29.3010 4.3910 34.5960
O4 29.9780 3.4390 37.2680
H6 29.4250 3.3170 37.9960
H7 30.3820 4.3350 37.5520
O5 29.6280 8.6340 36.1590
H8 28.9540 8.9920 36.6720
H9 29.6670 7.7010 36.3700
O6 28.2590 4.1690 39.3830
H10 27.5920 4.4930 39.8300
H11 28.5250 4.8690 38.7510
O7 30.7620 6.2210 37.2540
H12 29.8100 6.2440 37.4960
H13 31.3360 6.0710 38.1010
O8 29.4170 7.8500 39.5150
H14 30.1120 7.3090 39.9390
H15 29.1200 7.3700 38.8860
O9 27.7870 4.2240 35.5910
H16 26.9240 4.3470 35.8830
H17 28.2180 3.7180 36.2830
O10 27.2430 8.7110 37.7060
H18 27.0430 8.9650 38.5850
H19 27.4350 7.8140 37.8630

The orbital gap is 0.366 hartree. The total charge is -1. The HOMO energy comes out at -6.80 eV.

=====

Relative energies, in eV, with the most stable structure set to zero: one) 0.000; two) 0.431.